[1]
{"formula": "C28H48Cl2P2Ru", "method": "wB97M-V/def2-TZVPD", "e_lumo_ha": [0.0969, 0.0968], "homo_energy_ev": [-1.83, -4.06], "s2": 8.786, "gap_ha": [0.1643, 0.2462], "multiplicity": 6, "e_tot_ha": -2793.6640, "mol_weight_g_mol": 618.62, "charge": -1, "symbols": ["P", "C", "C", "C", "C", "C", "C", "C", "C", "C", "C", "C", "C", "C", "C", "C", "C", "C", "C", "H", "H", "H", "H", "H", "H", "H", "H", "H", "H", "H", "H", "H", "H", "H", "H", "H", "H", "H", "H", "H", "H", "H", "H", "H", "H", "H", "H", "H", "H", "H", "H", "H", "Ru", "Cl", "Cl", "C", "H", "C", "C", "C", "C", "C", "C", "H", "H", "H", "H", "H", "C", "P", "C", "C", "H", "H", "H", "H", "H", "H", "H", "H", "H"], "coordinates": [[0.121, -1.030, -4.319], [1.674, -0.373, -5.172], [1.931, -0.744, -6.642], [3.338, -0.309, -7.062], [3.638, 1.169, -6.766], [3.254, 1.594, -5.342], [1.842, 1.137, -4.942], [-1.298, -0.152, -5.170], [-1.197, 0.033, -6.684], [-2.506, 0.611, -7.236], [-2.929, 1.906, -6.528], [-2.871, 1.822, -4.993], [-1.578, 1.185, -4.463], [-0.027, -2.700, -5.130], [1.183, -3.562, -4.733], [1.085, -4.989, -5.293], [-0.257, -5.669, -4.991], [-1.466, -4.790, -5.335], [-1.367, -3.361, -4.776], [2.447, -0.889, -4.565], [1.195, -0.265, -7.300], [1.826, -1.827, -6.799], [3.470, -0.508, -8.132], [4.066, -0.929, -6.521], [4.710, 1.348, -6.915], [3.105, 1.805, -7.490], [3.971, 1.153, -4.635], [3.322, 2.684, -5.241], [1.664, 1.378, -3.883], [1.101, 1.695, -5.536], [-2.156, -0.821, -4.972], [-3.298, -0.141, -7.117], [-0.975, -0.918, -7.193], [-0.376, 0.728, -6.915], [-2.390, 0.797, -8.311], [-3.951, 2.162, -6.836], [-2.283, 2.732, -6.865], [-2.973, 2.827, -4.562], [-3.724, 1.225, -4.639], [-1.656, 1.021, -3.377], [-0.737, 1.875, -4.624], [-0.006, -2.529, -6.224], [2.118, -3.105, -5.090], [1.258, -3.605, -3.636], [1.230, -4.951, -6.382], [1.906, -5.586, -4.883], [-0.294, -5.925, -3.921], [-0.324, -6.610, -5.549], [-2.386, -5.254, -4.962], [-1.560, -4.727, -6.428], [-2.202, -2.777, -5.187], [-1.502, -3.375, -3.684], [-0.255, -0.278, -0.038], [-2.374, -0.910, -0.574], [1.937, -0.017, -0.791], [-0.475, 1.302, 0.985], [-0.698, 1.319, 2.071], [-0.496, 2.656, 0.439], [-1.183, 3.711, 1.115], [-1.274, 4.967, 0.523], [-0.683, 5.216, -0.733], [0.020, 4.194, -1.380], [0.133, 2.931, -0.794], [-1.643, 3.496, 2.089], [-1.813, 5.768, 1.039], [0.490, 4.370, -2.346], [0.704, 2.128, -1.254], [-0.771, 6.201, -1.191], [-0.849, -2.169, 3.137], [0.181, -1.420, 1.835], [1.729, -0.819, 2.577], [0.826, -2.767, 0.792], [-1.199, -1.379, 3.815], [-0.305, -2.929, 3.728], [-1.716, -2.647, 2.657], [2.261, -1.667, 3.027], [2.331, -0.363, 1.777], [1.530, -0.068, 3.359], [1.484, -3.359, 1.432], [0.004, -3.373, 0.391], [1.380, -2.267, -0.018]], "lowdin_charge": [1.11, -0.44, -0.22, -0.20, -0.21, -0.20, -0.22, -0.45, -0.22, -0.21, -0.21, -0.20, -0.22, -0.49, -0.22, -0.21, -0.21, -0.21, -0.21, 0.11, 0.09, 0.09, 0.10, 0.11, 0.10, 0.11, 0.11, 0.11, 0.10, 0.10, 0.10, 0.11, 0.10, 0.10, 0.10, 0.10, 0.11, 0.11, 0.11, 0.10, 0.09, 0.09, 0.09, 0.12, 0.11, 0.10, 0.11, 0.10, 0.10, 0.11, 0.10, 0.12, 0.49, -0.29, -0.11, -0.37, 0.01, -0.35, -0.08, -0.13, -0.14, -0.12, -0.11, 0.10, 0.08, 0.09, 0.00, 0.08, -0.27, 0.60, -0.29, -0.34, 0.04, 0.04, 0.04, 0.03, -0.01, 0.04, 0.03, 0.04, -0.05]}



[2]
{"formula": "C28H48CuF2N9O8S2", "method": "wB97M-V/def2-TZVPD", "e_lumo_ha": 0.0094, "homo_energy_ev": -7.75, "gap_ha": 0.2941, "multiplicity": 1, "e_tot_ha": -4826.9752, "mol_weight_g_mol": 804.42, "symbols": ["Cu", "N", "S", "O", "O", "F", "S", "O", "O", "F", "C", "O", "N", "C", "C", "H", "H", "H", "H", "H", "H", "H", "C", "O", "N", "C", "C", "H", "H", "H", "H", "H", "H", "H", "C", "O", "N", "C", "C", "H", "H", "H", "H", "H", "H", "H", "C", "O", "N", "C", "C", "H", "H", "H", "H", "H", "H", "H", "N", "C", "C", "C", "C", "H", "H", "H", "H", "H", "N", "C", "C", "C", "C", "H", "H", "H", "H", "H", "N", "C", "C", "C", "C", "H", "H", "H", "H", "H", "N", "C", "C", "C", "C", "H", "H", "H", "H", "H"], "coordinates": [[-9.933, -0.141, 18.427], [-8.131, -3.970, 15.735], [-7.421, -5.143, 16.582], [-6.036, -5.466, 16.488], [-8.285, -6.241, 16.555], [-7.547, -4.521, 18.168], [-7.619, -2.467, 15.657], [-8.389, -1.860, 14.592], [-6.206, -2.108, 15.809], [-8.377, -1.780, 16.944], [-7.836, -3.606, 23.296], [-9.021, -3.982, 23.398], [-6.879, -4.180, 24.060], [-5.472, -3.813, 23.969], [-7.281, -4.937, 25.249], [-7.534, -2.917, 22.539], [-5.418, -2.976, 23.278], [-4.912, -4.648, 23.524], [-5.107, -3.512, 25.012], [-8.352, -4.808, 25.474], [-7.169, -6.035, 25.146], [-6.663, -4.591, 26.069], [-7.006, 0.502, 17.754], [-8.127, 0.561, 18.257], [-5.954, 0.638, 18.491], [-6.079, 1.045, 19.858], [-4.581, 0.771, 17.970], [-6.845, 0.351, 16.701], [-5.214, 0.565, 20.401], [-7.068, 0.853, 20.207], [-5.859, 2.126, 19.886], [-4.468, 0.018, 17.237], [-4.357, 1.742, 17.528], [-3.759, 0.587, 18.700], [-4.986, -2.502, 19.838], [-5.302, -2.095, 20.948], [-4.267, -3.597, 19.587], [-3.741, -4.399, 20.699], [-3.953, -3.943, 18.194], [-5.312, -2.102, 18.820], [-4.559, -4.550, 21.368], [-2.963, -3.795, 21.213], [-3.276, -5.338, 20.330], [-4.484, -3.353, 17.503], [-2.869, -3.874, 17.923], [-4.239, -4.978, 17.924], [-10.762, -1.785, 20.626], [-9.797, -1.434, 19.906], [-10.831, -1.520, 21.899], [-12.034, -1.992, 22.689], [-9.957, -0.656, 22.604], [-11.551, -2.403, 20.164], [-11.697, -2.232, 23.714], [-12.367, -2.971, 22.236], [-12.870, -1.289, 22.679], [-10.458, 0.266, 22.887], [-9.745, -1.264, 23.547], [-9.059, -0.498, 22.105], [-11.876, -5.217, 22.617], [-11.676, -5.408, 21.260], [-12.900, -5.816, 20.785], [-13.778, -5.959, 21.871], [-13.163, -5.441, 22.972], [-11.094, -5.010, 23.216], [-10.744, -5.318, 20.730], [-13.259, -6.106, 19.819], [-14.799, -6.282, 21.809], [-13.322, -5.331, 24.018], [-11.472, 2.014, 17.074], [-12.307, 2.234, 18.184], [-12.756, 1.023, 18.683], [-12.088, 0.049, 17.874], [-11.283, 0.684, 16.964], [-10.990, 2.775, 16.664], [-12.604, 3.229, 18.403], [-13.384, 0.876, 19.499], [-12.106, -1.016, 17.850], [-10.985, 0.330, 15.996], [-10.959, -4.245, 16.314], [-11.588, -3.050, 15.905], [-12.816, -2.985, 16.510], [-12.903, -4.142, 17.370], [-11.759, -4.863, 17.222], [-10.015, -4.554, 16.015], [-11.197, -2.325, 15.215], [-13.621, -2.258, 16.480], [-13.765, -4.401, 17.977], [-11.300, -5.698, 17.699], [-15.787, -0.110, 20.122], [-15.223, -1.287, 20.527], [-15.588, -1.417, 21.837], [-16.248, -0.202, 22.206], [-16.452, 0.576, 21.110], [-15.883, 0.089, 19.141], [-14.830, -1.954, 19.774], [-15.354, -2.235, 22.493], [-16.550, 0.055, 23.194], [-16.876, 1.528, 20.941]], "lowdin_charge": [0.41, -0.32, 0.55, -0.27, -0.26, -0.25, 0.57, -0.30, -0.30, -0.22, -0.28, -0.05, -0.18, -0.05, -0.04, 0.12, 0.06, 0.08, 0.11, 0.09, 0.10, 0.07, -0.30, -0.05, -0.16, -0.03, -0.02, 0.14, 0.10, 0.08, 0.10, 0.07, 0.09, 0.11, -0.35, -0.02, -0.17, -0.02, -0.05, 0.14, 0.05, 0.10, 0.10, 0.04, 0.10, 0.08, -0.27, -0.06, -0.15, 0.00, -0.04, 0.15, 0.09, 0.08, 0.07, 0.10, 0.11, 0.06, -0.02, -0.11, -0.12, -0.11, -0.15, 0.11, 0.11, 0.08, 0.09, 0.10, 0.04, -0.08, -0.05, -0.14, -0.21, 0.14, 0.10, 0.06, 0.07, 0.14, 0.04, -0.12, -0.14, -0.13, -0.15, 0.10, 0.10, 0.09, 0.08, 0.11, -0.03, -0.13, -0.11, -0.11, -0.11, 0.14, 0.11, 0.09, 0.08, 0.10]}